# C45H120O45S15

15 unconnected molecules or ions with the total composition C45H120O45S15 in a non-equilibrium geometry (the ωB97M-V functional and the def2-TZVPD basis, OMol25).

```
225
C45H120O45S15 | OMol25 | the ωB97M-V functional and the def2-TZVPD basis
O -31.31203 -1.01110 -2.78862
S -32.65461 -0.47666 -2.37856
O -33.51253 -1.00810 -1.28156
O -32.59281 1.22616 -2.14583
C -31.48194 2.07462 -2.38609
C -30.48199 2.02349 -1.28083
C -33.61591 -0.39073 -3.95486
H -31.89109 3.08373 -2.43505
H -31.08762 1.82478 -3.37108
H -30.08465 1.01380 -1.17718
H -31.05127 2.27337 -0.38552
H -29.67115 2.72882 -1.46287
H -33.28590 0.31223 -4.71974
H -34.45778 0.11862 -3.48592
H -33.83337 -1.42597 -4.21771
O -31.72002 -3.21742 -11.42404
S -32.92772 -2.85087 -12.11152
O -33.01645 -2.28294 -13.45780
O -34.07651 -4.03921 -12.11197
C -34.07681 -5.07794 -11.11362
C -33.10547 -6.17129 -11.38665
C -33.88104 -1.63151 -10.99546
H -35.09137 -5.47586 -11.13439
H -33.78488 -4.81190 -10.09771
H -33.46253 -6.92016 -12.09362
H -32.69542 -6.72786 -10.54392
H -32.13123 -5.83034 -11.73691
H -34.18733 -2.10470 -10.06252
H -34.80541 -1.41388 -11.53051
H -33.17098 -0.84162 -10.75052
O -21.16108 0.08923 -7.90671
S -21.76831 -1.20818 -7.90591
O -21.04802 -2.39099 -7.37936
O -23.36619 -1.20037 -7.43082
C -24.15547 -0.03801 -7.56591
C -25.42922 -0.49702 -8.25899
C -22.18821 -1.67934 -9.61513
H -23.77289 0.82732 -8.10713
H -24.48227 0.14464 -6.54222
H -25.78056 -1.39265 -7.74667
H -25.10505 -0.96357 -9.18924
H -26.18903 0.28182 -8.32371
H -21.27295 -1.54372 -10.19134
H -23.08419 -1.22080 -10.03354
H -22.50158 -2.70901 -9.44281
O -32.34041 2.71738 -9.96580
S -33.74012 2.60731 -10.44135
O -34.05901 2.70631 -11.89432
O -34.54569 1.18465 -9.87003
C -34.83010 1.25658 -8.43611
C -35.96230 0.24622 -8.21126
C -34.61284 4.05657 -9.62171
H -35.26026 2.16579 -8.01612
H -33.99279 0.96540 -7.80188
H -35.92491 0.07683 -7.13514
H -35.52162 -0.63918 -8.66947
H -36.98073 0.41139 -8.56288
H -34.03715 4.25898 -8.71855
H -35.63793 3.83301 -9.32623
H -34.53322 4.87126 -10.34146
O -24.35898 -2.40887 -12.28094
S -25.51787 -1.94380 -13.09843
O -25.76482 -2.59453 -14.36243
O -26.88765 -2.22077 -12.10951
C -28.18293 -1.94211 -12.71326
C -28.54855 -3.10520 -13.53862
C -25.47715 -0.04975 -13.12315
H -28.27739 -0.94608 -13.14580
H -28.84125 -1.96941 -11.84494
H -28.42886 -3.99424 -12.91943
H -27.97402 -3.08863 -14.46477
H -29.58195 -2.82746 -13.74605
H -24.76087 0.29215 -13.87025
H -25.22734 0.24120 -12.10285
H -26.48655 0.20283 -13.44784
O -24.72806 -6.31201 -4.84677
S -25.16856 -4.89626 -5.00625
O -26.64055 -4.60129 -4.82842
O -24.33416 -3.97835 -3.95843
C -24.06381 -2.66178 -4.24587
C -23.45663 -2.10555 -2.91158
C -24.72321 -4.47479 -6.72283
H -24.93536 -2.04801 -4.47343
H -23.47901 -2.77631 -5.15856
H -22.77093 -2.88812 -2.58675
H -24.20544 -1.88802 -2.14995
H -22.77368 -1.27494 -3.08974
H -25.25254 -5.15131 -7.39382
H -23.64787 -4.59287 -6.85637
H -25.08088 -3.51990 -7.10801
O -29.84744 -10.73700 -7.50755
S -28.85697 -10.45869 -6.46238
O -27.44682 -10.40281 -6.89011
O -29.10218 -8.93532 -5.84883
C -28.80991 -7.77800 -6.58431
C -29.18754 -6.51770 -5.79709
C -29.00852 -11.62632 -4.94658
H -29.38167 -7.63104 -7.50061
H -27.81903 -7.86782 -7.02950
H -28.75965 -5.58334 -6.16036
H -28.88620 -6.57247 -4.75100
H -30.26240 -6.34937 -5.86369
H -28.28018 -12.40672 -5.16703
H -29.94814 -12.12904 -4.71745
H -28.75185 -11.04141 -4.06334
O -31.98654 -4.39135 -8.29715
S -32.79716 -4.77079 -7.07453
O -33.34746 -6.11087 -6.82436
O -31.99772 -4.17504 -5.72837
C -32.43441 -4.63277 -4.46157
C -31.23478 -4.25744 -3.51466
C -34.13611 -3.59381 -7.09729
H -32.68551 -5.69331 -4.47863
H -33.25549 -3.98379 -4.15701
H -30.97218 -3.21045 -3.66622
H -30.31544 -4.75767 -3.81912
H -31.34161 -4.26385 -2.42993
H -34.50077 -3.82203 -8.09882
H -33.79034 -2.56019 -7.10958
H -34.89543 -3.89102 -6.37397
O -28.12023 1.65147 -10.69584
S -27.26084 2.68379 -11.29555
O -26.67054 2.50647 -12.60639
O -28.21616 4.10075 -11.42590
C -29.13759 4.35692 -10.29355
C -30.33858 5.11784 -10.83890
C -25.93373 3.37435 -10.11985
H -28.55613 4.92413 -9.56673
H -29.53122 3.44860 -9.83734
H -30.91456 4.46595 -11.49569
H -30.05959 6.11452 -11.18081
H -30.95699 5.21732 -9.94683
H -26.51284 3.36215 -9.19649
H -25.83709 4.38018 -10.52857
H -25.02560 2.77901 -10.21441
O -32.39056 -0.56601 -8.11156
S -30.99359 -0.29808 -7.93360
O -30.51431 0.78302 -7.08612
O -30.34834 -1.67150 -7.34130
C -28.96772 -1.77001 -6.89961
C -28.84749 -1.95821 -5.39211
C -30.25165 -0.19439 -9.66209
H -28.21439 -1.06252 -7.24609
H -28.58678 -2.70204 -7.31710
H -29.11587 -2.97670 -5.11151
H -29.67696 -1.37208 -4.99645
H -27.91382 -1.58652 -4.96995
H -29.18659 -0.19773 -9.43031
H -30.76950 0.69518 -10.02069
H -30.55286 -1.06599 -10.24319
O -23.65087 2.13791 -4.92419
S -24.82724 3.06612 -5.25961
O -25.25599 3.29784 -6.63844
O -26.12758 2.45276 -4.49221
C -27.43301 2.97411 -4.75233
C -28.46963 1.91547 -5.13512
C -24.75092 4.76790 -4.34631
H -27.41413 3.59670 -5.64683
H -27.58858 3.75699 -4.01003
H -29.33511 2.43927 -5.54093
H -28.60577 1.19478 -4.32878
H -28.05118 1.29797 -5.92991
H -23.86544 4.86894 -3.71876
H -25.64479 4.77335 -3.72257
H -24.57101 5.57173 -5.06017
O -30.03892 2.11094 -17.08681
S -31.14173 2.53897 -16.27831
O -32.32031 3.12051 -16.86108
O -31.57741 1.24490 -15.31363
C -30.62272 0.50322 -14.50148
C -30.87316 0.83615 -12.99738
C -30.57298 3.73867 -14.92274
H -29.59939 0.71998 -14.80789
H -30.65422 -0.58158 -14.60308
H -31.73796 1.49043 -12.88715
H -30.03004 1.33931 -12.52401
H -31.12205 -0.09964 -12.49692
H -30.29546 4.62380 -15.49511
H -29.70973 3.30621 -14.41689
H -31.52425 3.80025 -14.39414
O -30.93703 6.58808 -7.28976
S -30.45852 5.43866 -6.52877
O -29.12538 4.94036 -6.83482
O -30.52856 5.84819 -4.95328
C -29.28941 6.15296 -4.30459
C -29.50024 5.87411 -2.77454
C -31.86944 4.19200 -6.49921
H -29.26399 7.22471 -4.50160
H -28.41488 5.56869 -4.59077
H -29.33098 4.80483 -2.64762
H -30.45904 6.19081 -2.36406
H -28.83138 6.41936 -2.10862
H -31.53024 3.38864 -7.15317
H -32.59494 4.72031 -7.11779
H -32.23018 3.84670 -5.53033
O -27.47012 -6.16145 -8.85519
S -27.49053 -4.84854 -9.48787
O -26.67802 -3.78336 -8.96985
O -27.34308 -5.01744 -11.13596
C -26.22943 -5.87355 -11.47656
C -25.93810 -5.92557 -12.99677
C -29.21954 -4.15667 -9.59529
H -26.28914 -6.94207 -11.26968
H -25.32106 -5.59273 -10.94353
H -24.90952 -6.28627 -13.00312
H -25.94210 -4.97313 -13.52680
H -26.57016 -6.72975 -13.37345
H -29.61323 -4.18944 -8.57940
H -29.68769 -4.89937 -10.24131
H -29.15798 -3.14767 -10.00301
O -26.92286 -0.86366 -1.25471
S -27.45819 -2.09961 -0.73491
O -26.69582 -3.00205 0.16717
O -28.90235 -1.72756 0.03222
C -29.43332 -2.71155 0.94204
C -30.91834 -3.00576 0.64502
C -28.31891 -3.05511 -1.95476
H -29.20919 -2.27916 1.91718
H -28.89122 -3.64502 1.09325
H -31.11362 -3.53696 -0.28654
H -31.39872 -2.03097 0.56072
H -31.42553 -3.61414 1.39384
H -29.19727 -2.57139 -2.38208
H -28.45333 -4.09143 -1.64476
H -27.61218 -3.10531 -2.78308
```

The calculated total energy comes out at -303250.457 eV. Its net charge is +1. Its spin multiplicity is 2. As for the expectation value of S²: 0.757.



# C29H54NO11

8 unconnected molecules or ions with the total composition C29H54NO11 in a non-equilibrium geometry (the ωB97M-V functional and the def2-TZVPD basis, OMol25).

```
95
C29H54NO11 | OMol25 | the ωB97M-V functional and the def2-TZVPD basis
C -2.28680 -0.46823 -0.32589
N -1.48980 0.03077 0.81011
C -2.29380 -0.10823 2.02911
C -0.36280 -1.00723 1.03211
C -1.11780 1.40877 0.46011
C -0.36580 2.10877 1.68911
O 0.18320 3.33177 1.09711
H -2.32480 -1.55623 -0.18089
H -1.70980 -0.29123 -1.16489
H -3.28880 -0.01423 -0.35789
H -1.77580 0.28477 2.81711
H -2.54880 -1.08323 2.37311
H -2.99380 0.59777 2.03411
H -0.68880 -2.04823 1.16311
H 0.28920 -0.67723 1.82511
H 0.19120 -1.10723 0.18011
H -2.00080 2.09377 0.23211
H -0.35380 1.39377 -0.53789
H 0.33220 1.56577 2.06211
H -0.91480 2.50677 2.40211
H 0.95920 3.29077 0.88011
C -3.02280 4.25677 -3.57989
C -1.51080 4.05777 -3.43189
C -0.47980 5.01877 -3.87389
O 0.64920 4.98577 -3.58889
C -0.98480 6.14877 -4.56889
C -2.47880 6.38577 -4.83689
C -3.47580 5.35877 -4.39589
O -4.77580 5.65077 -4.49189
O -2.89080 7.34077 -5.70989
O -1.15380 2.91277 -2.82689
H -3.81180 3.67577 -3.24289
H -0.22080 6.60777 -4.99189
H -2.08280 8.01277 -5.95889
H -0.17380 2.88777 -2.91489
C -2.96880 -4.78823 -2.09289
C -3.38580 -5.21423 -3.39189
O -2.60280 -5.28423 -4.30989
C -4.73980 -5.71923 -3.63089
H -3.19280 -5.68823 -1.43789
H -3.42580 -3.76023 -1.77989
H -1.87880 -4.73823 -1.91189
H -4.92480 -6.63223 -3.20389
H -4.72880 -5.64223 -4.70989
H -5.61480 -5.15123 -3.31889
C 1.42820 -3.81523 -3.99789
C 0.39620 -3.34823 -3.02689
O 0.39120 -3.61423 -1.84289
C -0.80980 -2.58123 -3.59889
H 2.01520 -4.80523 -3.86989
H 2.30520 -3.07523 -4.12189
H 0.92720 -3.83523 -5.03889
H -1.28680 -3.13023 -4.30689
H -0.38680 -1.73623 -4.01089
H -1.43980 -2.23223 -2.73989
C 3.63320 -0.22923 -1.59889
C 2.77820 0.78977 -2.20789
O 1.59020 0.53977 -2.46489
C 3.39620 2.12977 -2.44689
H 4.15920 0.10077 -0.72989
H 4.47320 -0.55123 -2.09489
H 3.12220 -1.02423 -1.20789
H 3.10820 2.97577 -1.67089
H 2.91320 2.58877 -3.55189
H 4.49420 2.10577 -2.32989
C -0.58280 -3.17023 4.17711
C -0.00580 -4.04423 5.17111
O -0.46880 -3.96823 6.30811
C 0.97020 -5.09123 4.79911
H -0.31180 -3.32923 3.07811
H -0.28180 -2.25923 4.26311
H -1.76280 -3.23523 4.01511
H 1.28120 -5.83323 5.66411
H 2.01920 -4.52323 4.35811
H 0.63220 -5.79323 3.98311
C 3.24020 1.89677 2.27511
C 3.58420 3.22877 1.53511
O 2.71820 4.00577 1.17511
C 5.00520 3.65177 1.39011
H 2.47420 1.35277 1.75611
H 2.86920 2.29077 3.22811
H 4.13220 1.39077 2.46811
H 5.93920 2.97177 1.68311
H 5.32520 4.51477 1.62911
H 5.17820 3.58777 0.18611
C 1.79820 -0.53923 5.98011
C 0.79120 0.51877 5.60011
O 0.47620 0.62877 4.41111
C 0.09320 1.32577 6.68311
H 2.06720 -1.10223 5.02111
H 1.46820 -1.22723 6.80011
H 2.67920 -0.11223 6.34311
H -0.72980 1.83677 6.35111
H 0.93720 2.08777 6.88611
H -0.30580 0.75177 7.32211
```

Its net charge is +1. Its spin multiplicity is 1. The energy above the lowest of the compared OMol25 structures with the same formula, charge and spin comes out at 0.7491 eV.



# C18H54O13

9 unconnected molecules or ions with the total composition C18H54O13 in a non-equilibrium geometry (the ωB97M-V functional and the def2-TZVPD basis, OMol25).

```
85
C18H54O13 | OMol25 | the ωB97M-V functional and the def2-TZVPD basis
C -5.78302 0.11853 -0.00069
C -4.56303 0.14105 -0.89774
O -4.84361 0.78274 -2.11497
O -6.79424 -0.64746 -0.62435
H -6.11267 1.15889 0.11663
H -5.62162 -0.29735 0.99907
H -4.18028 -0.86284 -1.08108
H -3.82875 0.74330 -0.36823
H -5.51363 0.21542 -2.51703
H -7.60823 -0.45231 -0.17715
C -2.23573 3.04415 -1.77706
C -1.44873 4.01547 -0.88561
O -0.07841 3.66289 -0.87820
O -3.58331 3.36276 -1.76040
H -2.05015 2.01250 -1.51538
H -1.80056 3.18487 -2.78432
H -1.89321 4.00566 0.10309
H -1.60548 5.05145 -1.15598
H 0.38494 4.44651 -1.13935
H -4.07295 2.54987 -1.93403
C 4.28764 -1.84644 0.28283
C 5.78940 -1.98505 0.57457
O 6.09089 -1.89473 1.93976
O 4.03669 -2.12388 -1.04399
H 3.99745 -0.84149 0.61040
H 3.72853 -2.58771 0.90225
H 6.29245 -1.18672 0.01295
H 6.19390 -2.92893 0.22793
H 6.12303 -0.96116 2.13925
H 3.23399 -1.63491 -1.27449
C 0.28312 0.47174 -0.08793
C 1.25844 0.56209 -1.30869
O 1.70675 -0.79619 -1.60295
O -0.95760 -0.02558 -0.45906
H 0.19145 1.49350 0.26281
H 0.76872 -0.20932 0.60904
H 2.18778 1.00696 -0.94421
H 0.84505 1.06436 -2.18394
H 1.01292 -1.14994 -2.17001
H -1.47168 -0.26667 0.33068
C 4.19648 2.93873 1.06256
C 5.33411 2.08586 0.51268
O 5.98041 1.23597 1.44089
H 4.56801 3.64111 1.84658
H 3.35498 2.38442 1.48452
H 3.80201 3.57079 0.28307
H 6.08198 2.71194 0.01701
H 5.04352 1.48207 -0.32725
H 6.30142 1.82341 2.11675
C -0.40365 3.18245 2.85268
C -0.22822 2.09027 3.98981
O 0.08433 0.84012 3.43688
H -1.22737 2.88326 2.17916
H 0.45647 3.27742 2.20470
H -0.67931 4.14760 3.32215
H -1.16970 2.02366 4.54002
H 0.50287 2.38997 4.74136
H -0.68458 0.50643 2.96191
C -2.17849 -0.86637 -3.61810
C -1.03292 -1.82250 -3.93337
O 0.15937 -1.17359 -4.29822
H -2.45980 -0.17804 -4.42308
H -1.89068 -0.18316 -2.83126
H -3.11522 -1.42400 -3.44365
H -1.43524 -2.42408 -4.74255
H -0.77004 -2.42665 -3.07624
H -0.04729 -0.68012 -5.08519
C -1.76818 -2.19585 2.36782
C -2.65157 -1.07787 2.93013
O -2.50162 0.03583 2.06941
H -1.70774 -3.05467 3.06669
H -0.80079 -1.74582 2.15138
H -2.17312 -2.50331 1.39846
H -2.24562 -0.78522 3.90798
H -3.69189 -1.38563 2.93034
H -3.07966 0.71350 2.41489
C 0.72604 -4.89057 -1.17617
C 1.45882 -4.15260 -0.08707
O 0.82020 -4.55905 1.11829
H -0.33700 -4.75904 -0.99286
H 0.94204 -5.95647 -1.07410
H 0.91131 -4.53718 -2.17154
H 1.40068 -3.05658 -0.16735
H 2.50082 -4.44865 -0.12752
H 1.28757 -4.07382 1.80303
```

Its net charge is 0. Its spin multiplicity is 1. As for the SMILES: OCCO.OCCO.OCCO.OCCO.CCO.CCO.CCO.CCO.CCO. The energy above the lowest of the compared OMol25 structures with the same formula, charge and spin comes out at 1.0489 eV.



# C2H4N2O3S

A molecular structure, C2H4N2O3S in a non-equilibrium geometry (the ωB97M-V functional and the def2-TZVPD basis, OMol25).

```
12
C2H4N2O3S | OMol25 | the ωB97M-V functional and the def2-TZVPD basis
C -0.15314 0.86721 -0.15675
C -0.62210 1.93548 0.83784
N 0.62589 -2.67403 -0.03849
N -0.44978 -2.28898 -1.13429
O -0.41894 0.70110 -1.33129
O 1.88189 -0.90837 -1.64637
O 0.48871 -0.13640 0.43443
S 0.70057 -1.28199 -0.86972
H 0.20260 2.09087 1.36456
H -1.51427 1.52809 1.44678
H -0.89811 2.81733 0.23308
H 0.15669 -2.65032 0.86022
```

Its net charge is 0. Its spin multiplicity is 1. The energy above the lowest of the compared OMol25 structures with the same formula, charge and spin comes out at 5.2400 eV.